No. 1
ORCA calculation (ωB97M-V/def2-TZVPD) on a 7-piece molecular cluster, H14O7 overall at a distorted geometry.

Geometry (Å):
H 0.608 0.667 -0.880
H -0.277 -0.303 -1.495
H 3.675 -1.927 -0.440
H 4.087 -3.006 0.503
H 0.577 -2.908 -0.570
H 2.017 -2.764 -0.308
H -3.969 -0.117 -1.431
H -5.099 -0.917 -2.016
H 0.188 -0.827 2.585
H -0.072 0.580 1.912
H -3.233 1.506 1.397
H -3.090 0.090 2.050
H 1.608 5.312 -0.763
H 2.756 4.235 -1.066
O -0.195 0.610 -1.469
O 4.477 -2.408 -0.219
O 1.234 -2.253 -0.119
O -4.392 -1.056 -1.364
O 0.184 0.100 2.740
O -3.526 0.565 1.350
O 2.445 4.822 -0.396

Computed properties:
* LUMO energy: -0.10 eV
* structure (SMILES): O.O.O.O.O.O.O
* highest occupied orbital energy: -11.2 eV
* spin multiplicity: 1
* frontier orbital gap: 11.11 eV
* ΔE to the lowest compared entry with this formula, charge and spin: 2.932 eV
* charge: 0

Quick look at the Löwdin charges, all values in e: 0.061 -0.030 0.000 0.080 0.111 -0.012 0.078 0.025 0.004 0.050 0.057 0.016 0.096 0.001 -0.049 -0.074 -0.078 -0.116 -0.060 -0.064 -0.097

---

No. 2
ORCA calculation (ωB97M-V/def2-TZVPD) on a 2-piece molecular cluster, C5H14NO overall.

Geometry (Å):
C -2.811 0.585 0.058
C -1.257 2.062 -1.052
N -1.475 1.133 -0.213
H -2.857 0.360 1.122
H -2.930 -0.345 -0.492
H -3.564 1.316 -0.225
H -2.097 2.621 -1.455
H -0.260 2.212 -1.451
H -0.602 0.828 0.340
C 0.670 -2.039 0.848
C 1.161 -0.896 -0.038
C 2.632 -1.031 -0.356
O 0.896 0.379 0.644
H -0.407 -1.956 1.003
H 1.197 -2.067 1.799
H 0.856 -2.968 0.308
H 0.599 -0.872 -0.975
H 2.736 -1.889 -1.023
H 3.296 -1.169 0.494
H 2.948 -0.171 -0.958
H 1.748 0.853 0.658

Computed properties:
* LUMO energy: -4.62 eV
* highest occupied orbital energy: -14.8 eV
* spin multiplicity: 1
* frontier orbital gap: 10.18 eV
* ΔE to the lowest compared entry with this formula, charge and spin: 1.546 eV
* charge: +1

Quick look at the Löwdin charges, all values in e: 0.006 0.161 -0.008 0.106 0.109 0.102 0.122 0.123 0.117 -0.038 -0.451 -0.050 -0.095 0.073 0.094 0.093 0.132 0.097 0.098 0.091 0.119

---

No. 3
ORCA calculation (ωB97M-V/def2-TZVPD) on one molecule with the formula C5H10O2 at a distorted geometry.

Geometry (Å):
C -2.436 -0.532 -0.122
C -1.217 0.324 -0.415
C 0.065 -0.323 0.070
O 0.248 -1.566 -0.576
C 1.216 0.595 -0.210
C 3.166 1.095 0.749
O 2.338 0.099 0.559
H -3.348 -0.053 -0.490
H -2.330 -1.509 -0.600
H -2.543 -0.691 0.958
H -1.120 0.514 -1.492
H -1.306 1.302 0.078
H 0.012 -0.459 1.166
H 1.120 -1.893 -0.314
H 1.015 1.587 0.194
H 1.478 0.674 -1.267
H 3.643 0.836 1.712

Computed properties:
* LUMO energy: 0.42 eV
* highest occupied orbital energy: -8.7 eV
* spin multiplicity: 1
* frontier orbital gap: 9.16 eV
* ΔE to the lowest compared entry with this formula, charge and spin: 4.458 eV
* charge: 0

Quick look at the Löwdin charges, all values in e: -0.098 -0.216 -0.412 -0.010 -0.174 0.069 -0.155 0.073 0.075 0.079 0.125 0.120 0.159 0.098 0.112 0.142 0.014

---

No. 4
ORCA calculation (ωB97M-V/def2-TZVPD) on CH2NO2 as an isolated structure at a distorted geometry.

Geometry (Å):
C 0.366 0.256 0.193
N -0.273 -0.679 -0.670
O -1.487 -0.456 -0.955
O 0.111 -0.767 1.052
H 1.438 0.435 -0.030
H -0.154 1.211 0.410

Computed properties:
* LUMO energy: 5.00 eV
* highest occupied orbital energy: -2.7 eV
* spin multiplicity: 1
* frontier orbital gap: 7.72 eV
* ΔE to the lowest compared entry with this formula, charge and spin: 4.852 eV
* charge: -1

Quick look at the Löwdin charges, all values in e: -0.486 -0.196 -0.247 -0.228 0.073 0.084

---

No. 5
ORCA calculation (ωB97M-V/def2-TZVPD) on C9H8Cl2Si as an isolated structure at a distorted geometry.

Geometry (Å):
C 1.095 -2.831 0.792
C -0.064 -2.220 0.743
C 2.278 -1.831 0.530
C 1.770 0.773 -0.217
C 0.161 -0.794 0.326
C 1.614 -0.622 0.199
C 0.584 1.401 -0.258
C -0.458 0.378 0.055
C 0.089 2.707 -0.767
Si -2.897 0.400 -0.138
Cl -3.614 -1.442 -0.371
Cl -3.841 1.008 1.533
H 1.176 -3.807 1.159
H -0.991 -2.600 0.891
H 3.222 -2.082 0.317
H 2.657 1.150 -0.680
H 0.311 3.599 -0.134
H -0.993 2.499 -1.002
H 0.655 3.040 -1.717
H -2.754 1.273 -1.260

Computed properties:
* LUMO energy (alpha / beta): -0.69 / -0.69 eV
* highest occupied orbital energy (alpha / beta): -7.6 / -7.6 eV
* spin multiplicity: 1
* frontier orbital gap (alpha / beta): 6.92 / 6.91 eV
* ΔE to the lowest compared entry with this formula, charge and spin: 4.148 eV
* charge: 0

Quick look at the Löwdin charges, all values in e: -0.061 -0.059 0.099 -0.016 -0.239 -0.170 -0.306 -0.051 -0.065 -0.150 0.318 0.279 0.074 0.050 0.045 0.104 0.086 0.042 0.103 -0.084

---

No. 6
ORCA calculation (ωB97M-V/def2-TZVPD) on a 2-piece molecular cluster, C8H12N4O2 overall at a distorted geometry.

Geometry (Å):
C 0.129 -0.791 -2.910
C 0.076 1.115 -1.925
C -0.056 0.137 -1.000
C 0.966 0.389 1.723
C -1.436 -0.124 1.347
C 2.256 0.746 0.972
C -1.867 0.101 2.707
C -0.208 -2.425 -1.175
N 0.251 0.484 -3.112
N 0.021 -1.076 -1.592
N 0.260 2.429 -1.696
N -0.130 0.271 0.989
O 0.966 0.356 2.953
O -2.114 -0.561 0.476
H 0.213 -1.593 -3.523
H 3.141 0.168 1.457
H 2.289 0.733 -0.117
H 2.577 1.820 1.201
H -1.651 1.084 3.251
H -2.984 0.011 2.834
H -1.423 -0.546 3.489
H 0.366 -3.053 -1.919
H -0.014 -2.601 -0.150
H -1.308 -2.726 -1.116
H -0.050 2.748 -0.774
H -0.270 2.904 -2.392

Computed properties:
* LUMO energy: 0.32 eV
* highest occupied orbital energy: -8.3 eV
* spin multiplicity: 1
* frontier orbital gap: 8.64 eV
* ΔE to the lowest compared entry with this formula, charge and spin: 1.962 eV
* charge: 0

Quick look at the Löwdin charges, all values in e: -0.153 -0.429 0.037 -0.544 -0.524 -0.010 -0.023 -0.028 0.139 -0.095 0.123 0.190 0.039 0.102 0.098 0.112 0.054 0.103 0.118 0.104 0.098 0.115 0.069 0.114 0.106 0.084